DFT (the ωB97M-V functional and the def2-TZVPD basis) results for a cluster of 12 separate species, C54H76F3N13O3P in total.

Values from the calculation:
- Molar mass: 1043.3 g mol⁻¹
- Frontier orbital gap: 0.198 Eh
- HOMO energy: -8.9 eV
- Energy above the lowest of the compared OMol25 structures with the same formula, charge and spin: 3.540 eV
- DFT total energy: -3681.231839 hartree
- Strongest force on any atom: 5.28 eV/A
- Net charge: +1

Atoms and positions in Å:
C -0.83424 -0.10443 -0.71649
C -0.89810 -0.68886 -2.23623
C -2.39909 -1.08655 -2.68301
C -3.40666 0.15336 -2.38918
C -4.85222 -0.28087 -2.92311
N -5.79237 0.88502 -3.25064
C -7.19364 0.32477 -3.20453
O -7.94746 0.61639 -2.02977
C -7.54618 -0.14158 -0.88732
C -7.55958 -1.72974 -0.74472
O -7.17141 0.52164 0.11897
C -5.54962 2.11706 -2.44135
O -6.56243 3.15117 -2.60027
C -5.99977 4.43778 -2.43432
F -7.07063 5.36421 -2.26483
F -5.30196 4.86059 -3.59655
F -5.20169 4.56813 -1.26964
P -5.46194 1.20180 -5.02653
N -6.06338 2.58649 -5.52354
H -1.24596 0.95732 -0.76618
H 0.22187 -0.16170 -0.27537
H -1.53375 -0.75134 -0.07675
H -0.56946 0.14225 -2.96450
H -0.18776 -1.56615 -2.39170
H -2.42562 -1.31711 -3.81015
H -2.75218 -2.04753 -2.15724
H -3.47300 0.30288 -1.26026
H -2.97626 1.09652 -2.86613
H -4.68737 -0.86097 -3.90649
H -5.29062 -1.02817 -2.18670
H -7.74482 0.71431 -4.14459
H -7.17297 -0.82401 -3.33846
H -7.16664 -1.98664 0.30015
H -6.91541 -2.28973 -1.50220
H -8.63629 -2.12979 -0.87366
H -5.52561 1.80018 -1.33114
H -4.54497 2.64068 -2.67384
H -4.05215 1.18055 -5.28441
H -6.12971 0.14696 -5.74963
H -5.26458 3.14473 -5.89535
N 3.50389 -1.00807 0.30721
C 4.40293 -0.36545 1.11609
C 5.12087 0.51193 0.33927
C 4.63287 0.39857 -0.98623
C 3.63388 -0.54437 -0.97557
H 2.84892 -1.71109 0.60872
H 4.45512 -0.58840 2.17177
H 5.90880 1.16361 0.68696
H 4.97420 0.94661 -1.85218
H 3.00688 -0.92543 -1.76779
N -7.28084 5.62310 1.09653
C -8.46933 5.44501 1.75359
C -8.27409 5.76179 3.07553
C -6.91940 6.15097 3.22092
C -6.33174 6.05843 1.98324
H -7.12893 5.46051 0.11527
H -9.34829 5.10783 1.22534
H -9.02362 5.71944 3.85183
H -6.42882 6.46483 4.13042
H -5.32284 6.26298 1.65783
N 8.72189 -2.42629 0.66785
C 9.83137 -2.16170 1.42546
C 9.46271 -1.30244 2.43167
C 8.07765 -1.04356 2.27833
C 7.64729 -1.75311 1.18312
H 8.69982 -3.02417 -0.14241
H 10.78475 -2.60544 1.18282
H 10.11672 -0.90521 3.19417
H 7.46319 -0.40877 2.90085
H 6.67235 -1.83529 0.72731
N -0.38274 3.97923 -2.59842
C 0.00577 4.47775 -3.81442
C 1.30112 4.08092 -4.04011
C 1.70823 3.30986 -2.92238
C 0.64839 3.26143 -2.05060
H -1.28488 4.11823 -2.17386
H -0.67058 5.07140 -4.41088
H 1.89047 4.31839 -4.91333
H 2.67009 2.84185 -2.77289
H 0.53901 2.78132 -1.08973
N -7.21524 5.23946 -7.28179
C -8.42337 5.34113 -7.91755
C -8.18479 5.44514 -9.26718
C -6.78145 5.39864 -9.45234
C -6.20916 5.26874 -8.21063
H -7.08634 5.15543 -6.28630
H -9.34614 5.33234 -7.35684
H -8.93769 5.54279 -10.03557
H -6.24878 5.45378 -10.39013
H -5.17504 5.19620 -7.90858
N 6.36107 -3.57679 4.09789
C 7.03482 -4.13545 5.15041
C 6.23192 -5.10383 5.70266
C 5.03149 -5.13443 4.95176
C 5.14081 -4.18321 3.96622
H 6.71024 -2.83391 3.50984
H 8.02438 -3.79568 5.41599
H 6.48176 -5.72233 6.55209
H 4.18163 -5.78119 5.11366
H 4.45670 -3.88574 3.18559
N -8.15291 8.63187 -8.22949
C -7.63689 9.26068 -7.12841
C -7.27448 10.53359 -7.49742
C -7.58901 10.67962 -8.87074
C -8.13227 9.49096 -9.29467
H -8.49599 7.68245 -8.25201
H -7.57074 8.74920 -6.17988
H -6.83323 11.27718 -6.85013
H -7.43578 11.55705 -9.48159
H -8.50369 9.18324 -10.26048
N 3.02101 -8.52835 6.21328
C 3.88289 -8.96451 5.24262
C 4.75000 -9.86140 5.81710
C 4.39498 -9.97531 7.18398
C 3.32308 -9.14348 7.39888
H 2.28017 -7.86025 6.07660
H 3.80580 -8.59872 4.22999
H 5.55033 -10.37903 5.30955
H 4.87059 -10.59748 7.92817
H 2.75126 -8.93545 8.29128
N 13.45285 0.21278 0.73525
C 12.22493 -0.20381 0.29453
C 12.26137 -0.25118 -1.07782
C 13.56121 0.14585 -1.47964
C 14.27510 0.42328 -0.33972
H 13.71137 0.34318 1.69964
H 11.43303 -0.42819 0.99341
H 11.44344 -0.54071 -1.72124
H 13.93335 0.21985 -2.49085
H 15.29376 0.75249 -0.20101
N 4.36079 1.92408 4.67805
C 3.10838 2.34599 5.03554
C 2.45919 1.29090 5.62944
C 3.35543 0.19333 5.63562
C 4.52156 0.61444 5.04485
H 5.05591 2.48910 4.21784
H 2.78750 3.35711 4.83584
H 1.45148 1.30776 6.01764
H 3.16855 -0.79503 6.02933
H 5.44931 0.09617 4.85318
N 1.86222 -11.91664 9.21909
C 2.53570 -12.47478 10.27242
C 1.73235 -13.44261 10.82450
C 0.53194 -13.47352 10.07281
C 0.64182 -12.52316 9.08718
H 2.21109 -11.17472 8.63107
H 3.52522 -12.13504 10.53852
H 1.98177 -14.06062 11.67436
H -0.31815 -14.11991 10.23436
H -0.04180 -12.22619 8.30626

DFT (the ωB97M-V functional and the def2-TZVPD basis) results for a structure of composition C54H77AsBCdN9.

Values from the calculation:
- Molar mass: 1050.4 g mol⁻¹
- Frontier orbital gap: 0.266 Eh
- HOMO energy: -6.8 eV
- DFT total energy: -5025.191035 hartree
- Strongest force on any atom: 0.76 eV/A

Atoms and positions in Å:
Cd -0.04089 -0.05162 -0.25310
C -1.75325 2.90612 4.27411
C -2.05374 2.05564 3.08423
C -3.24706 1.43042 2.79718
C -3.04290 0.76984 1.57709
N -1.80344 0.99151 1.15075
N -1.19569 1.76952 2.07964
B 0.26388 2.26185 2.02173
N 1.27092 1.12476 2.33089
N 1.58026 0.13354 1.45814
C 2.54291 -0.60316 2.01730
C 2.84524 -0.08222 3.28068
C 2.02431 1.01697 3.44170
C 2.00520 1.95267 4.60468
C 3.22506 -1.75244 1.32129
C 4.41665 -2.23481 2.15076
C 2.23846 -2.91531 1.16071
C 3.74273 -1.24151 -0.03173
N 0.61694 2.92723 0.68735
N 0.78554 2.27460 -0.49409
C 1.27385 3.16165 -1.35973
C 1.36203 4.41970 -0.74421
C 0.95224 4.22783 0.55535
C 0.90509 5.25143 1.64161
C 1.68549 2.85917 -2.77618
C 2.02526 1.38324 -2.92774
C 2.93228 3.67757 -3.13281
C 0.53637 3.23498 -3.72446
C -4.08525 -0.07108 0.88119
C -5.41584 0.69276 0.85431
C -4.26304 -1.38129 1.66355
C -3.65533 -0.39348 -0.54324
H -2.66319 3.03855 4.85636
H -1.38178 3.88720 3.97985
H -1.00113 2.44109 4.91080
H -4.14753 1.46288 3.38746
H 0.39473 3.07937 2.87071
H 3.58473 -0.43003 3.98185
H 2.82443 1.69813 5.27437
H 1.07295 1.88449 5.16558
H 2.12715 2.98620 4.28167
H 4.09146 -2.60709 3.12481
H 5.13647 -1.42960 2.30859
H 4.91791 -3.05004 1.62682
H 1.98881 -3.33434 2.13939
H 2.67168 -3.70792 0.54878
H 1.31299 -2.58364 0.69357
H 4.48672 -0.45823 0.13206
H 2.92674 -0.82709 -0.62076
H 4.19967 -2.05173 -0.60183
H 1.70775 5.34727 -1.16687
H 1.18823 6.21682 1.22670
H 1.60443 5.00887 2.44302
H -0.09339 5.33673 2.07140
H 2.87855 1.11436 -2.29949
H 2.26039 1.16182 -3.96874
H 1.17673 0.77351 -2.63965
H 3.74979 3.44339 -2.44862
H 2.74286 4.75089 -3.09466
H 3.24815 3.42583 -4.14694
H -0.32966 2.59277 -3.55193
H 0.85277 3.11191 -4.76271
H 0.24094 4.27508 -3.57501
H -5.82190 0.82725 1.85740
H -6.15053 0.13896 0.26646
H -5.28096 1.67705 0.40332
H -4.57456 -1.17736 2.69082
H -3.32423 -1.93711 1.68934
H -5.02854 -2.00352 1.19458
H -3.54995 0.52316 -1.12578
H -4.39368 -1.03199 -1.03112
H -2.70297 -0.92441 -0.51766
C -1.10952 -8.01158 0.95522
C -0.69907 -6.78283 0.18962
C 0.49997 -6.73582 -0.50590
C 0.91093 -5.59678 -1.18748
C 2.24051 -5.66254 -1.89992
C 0.10235 -4.44370 -1.21181
As 1.00952 -2.86186 -2.08698
N -0.14108 -1.38538 -2.03994
C -0.70348 -0.83029 -3.20030
C -2.01289 -0.32506 -3.16007
C -2.64102 0.18353 -4.28338
C -1.98402 0.23621 -5.50384
C -0.66846 -0.19909 -5.55809
C -0.03907 -0.70015 -4.43207
C 0.87429 -3.61580 -3.91943
C -0.30307 -4.13786 -4.46275
C -1.62332 -4.09458 -3.73861
C -0.27914 -4.69880 -5.73854
C 0.87535 -4.73849 -6.49973
C 0.88339 -5.32027 -7.88721
C 2.03649 -4.19777 -5.95476
C 2.05263 -3.64085 -4.68663
C 3.33937 -3.03487 -4.17756
C -1.11308 -4.48859 -0.51037
C -2.10800 -3.35592 -0.47096
C -1.48837 -5.64607 0.16861
H -0.44951 -8.84819 0.72858
H -2.13256 -8.30460 0.71550
H -1.06091 -7.82250 2.02978
H 1.13714 -7.61446 -0.52120
H 2.81208 -6.52673 -1.56411
H 2.82669 -4.75900 -1.71130
H 2.09368 -5.74577 -2.97808
H -2.54779 -0.36170 -2.22414
H -3.66251 0.53875 -4.20503
H -2.47747 0.63373 -6.38100
H -0.11088 -0.12971 -6.48538
H 1.00374 -0.96071 -4.49284
H -1.64404 -3.29316 -3.00667
H -1.81252 -5.03861 -3.22192
H -2.43432 -3.92515 -4.44877
H -1.20134 -5.09306 -6.15387
H -0.09786 -5.71101 -8.15297
H 1.61272 -6.12873 -7.96064
H 1.15702 -4.56039 -8.62154
H 2.94565 -4.19749 -6.54853
H 4.06711 -2.95332 -4.98451
H 3.77706 -3.64882 -3.38735
H 3.16699 -2.03993 -3.76104
H -1.71591 -2.46469 -0.94479
H -2.36161 -3.11734 0.56281
H -3.02881 -3.64948 -0.98307
H -2.44510 -5.65448 0.68435
N -0.73412 -1.48090 2.01403
C -0.77063 -1.44738 3.16827
N -0.79960 -1.36407 4.48866
C -2.11113 -1.38688 5.14250
C -2.56919 -2.82684 5.36578
C -1.51404 -3.59207 6.17026
C -0.15651 -3.52726 5.46391
C 0.24715 -2.07221 5.23219
H -2.81666 -0.82946 4.52741
H -2.00453 -0.87247 6.10137
H -2.70591 -3.30588 4.39122
H -3.53243 -2.83497 5.87926
H -1.82049 -4.63141 6.29819
H -1.42682 -3.14831 7.16753
H -0.22464 -4.02954 4.49383
H 0.61108 -4.03563 6.05032
H 1.18112 -1.99705 4.67593
H 0.37058 -1.55699 6.18870

The evaluated LUMO level for the records listed, in turn: -0.1280, 0.0172 hartree.